23
Properties=species:S:1:pos:R:3 method="wB97M-V/def2-TZVPD" smiles="C[Se][C@H]1Cc2ccccc2C(=O)O1" fmax_ev_per_a=6.0 homo_lumo_gap_ev=8.67 energy_ev=-79972.351 e_homo_ev=-8.5
H -1.3089 2.4379 -0.8457
C -0.7511 1.6616 -0.5456
Se 0.8499 1.6332 -1.9064
C 1.8799 3.0788 -1.1452
H -0.7367 -4.2463 -0.1754
H 2.7845 3.0855 -1.7362
H 0.8790 -3.7087 1.6376
C -1.5647 0.2934 -0.7719
C -0.4593 -3.2720 0.1377
C 0.6615 -1.6494 1.5618
H -1.8484 -2.4517 -1.2837
H 2.1428 2.8126 -0.0086
C 0.0170 -0.5690 0.9085
H -2.5561 0.4565 -0.2387
H 1.2521 -1.5243 2.4005
O 0.6942 0.9576 2.5520
C -0.8636 -0.8643 -0.2031
H -1.8296 0.4084 -1.8795
H 1.4020 3.9900 -1.3201
C 0.4331 -2.9446 1.1456
C -1.1120 -2.2099 -0.4546
O -0.1979 1.8314 0.7084
C 0.2323 0.7931 1.4623

=====

86
Properties=species:S:1:pos:R:3 method="wB97M-V/def2-TZVPD" charge=-2 fmax_ev_per_a=0.5 homo_lumo_gap_ev=6.01 energy_ev=-134586.412 e_homo_ev=-1.8
C 1.4167 -3.3579 -6.1637
H 0.5828 -3.3757 -0.0450
H -0.0756 -4.6473 -2.5277
C -0.8755 3.1294 -4.4361
H -0.4198 6.5934 -6.1841
C -1.0487 1.8553 -3.7772
H 2.7702 -0.7334 3.0979
C 0.0791 3.3161 -5.4591
H 0.6180 1.9794 6.6839
H -1.2861 -2.1656 2.8717
C 4.2888 -4.0290 0.7670
H -0.9714 4.8856 4.9339
H -0.1407 0.3279 5.2083
O -4.2333 -2.5015 0.1116
O -2.0384 0.7210 -1.9207
H -1.7174 -4.1665 -2.0186
H 1.0907 0.0079 -6.0564
H 2.0133 -0.8973 1.5010
H 5.3339 -4.1940 1.0057
C 0.8346 -1.7981 4.6002
C -2.7311 2.9110 -2.3352
H -2.9928 1.8012 5.7280
C 1.5945 -2.0334 -6.5227
H -2.4230 2.4510 7.2792
C -0.2836 -2.2286 2.4416
Te 2.1328 -1.2976 -1.8792
H -0.1234 -1.8683 5.1209
H -0.3623 -1.9806 1.3870
H -3.2277 4.9259 -2.7243
H -2.5750 4.1598 4.7824
C 1.6291 -3.5659 0.1600
H 1.5077 -1.1716 5.1904
H -1.7079 0.9789 6.6095
C 3.9429 -3.0428 -0.1455
H 1.1913 -5.1206 1.5625
C -2.6104 4.0753 -2.9963
C -0.7096 2.1550 4.2805
C -0.2405 0.8375 4.2598
C -1.6814 4.2058 5.4064
C -0.0071 0.7912 1.8272
H 2.4184 -2.3441 2.4387
H 3.5747 -5.5525 2.1078
H 1.9174 -4.1479 -6.7102
C 1.9741 -4.5491 1.0764
H 2.2371 -1.7731 -7.3547
Cd -0.4840 -0.8112 -1.2630
C -2.1121 1.9584 6.3525
C -1.4780 5.4774 -4.6961
H 0.6959 2.4742 -5.7403
H -0.0680 3.4274 7.4418
O 0.3099 0.2185 0.7309
C -0.5511 5.6336 -5.6992
C 0.1742 2.9557 6.4834
C 2.0567 -1.3139 2.5057
H 0.9829 4.6506 -6.8514
C 0.1181 0.1520 3.1116
C 0.5948 -3.6842 -5.0900
C -1.0785 2.8143 5.6066
N -1.9502 -2.2225 -0.4906
H -1.4576 -4.8803 -3.6392
C -1.0338 -4.2363 -2.8613
H 0.0711 -3.2599 2.5319
C -1.9062 1.7458 -2.6368
C -0.0465 -2.6818 -4.3699
Br -0.4455 3.1377 0.2706
C -3.0922 -2.3194 -0.1947
C 3.3061 -4.7923 1.3838
C 0.1442 -1.3317 -4.7163
C -1.6532 4.2419 -4.0539
N -0.4534 0.8004 -4.4066
C 2.6078 -2.7967 -0.4723
H -1.9604 4.6300 6.3749
C -0.4191 2.1456 1.8980
H 0.4688 -4.7194 -4.8136
H 0.9241 3.5640 5.9745
N -0.5146 -0.3619 -3.9077
C 0.9574 -1.0340 -5.8004
C 0.2341 4.5340 -6.0762
H 1.2650 -2.8017 4.5547
H -1.0929 3.8368 2.9791
C 0.6716 -1.2751 3.1682
H 4.7181 -2.4426 -0.6061
H -3.4247 2.7895 -1.5137
H -2.0916 6.3161 -4.3834
C -0.7746 2.8070 3.0578
O -0.8778 -2.9123 -3.3258

=====

142
Properties=species:S:1:pos:R:3 method="wB97M-V/def2-TZVPD" smiles="CC1(C)CCCC(C)(C)N1O.CC1(C)CCCC(C)(C)N1O.CC1(C)CCCC(C)(C)N1O.CCOC(=O)C(F)(F)F.CCOC(=O)C(F)(F)F.Fc1ccccc1.Fc1ccccc1" fmax_ev_per_a=4.7 homo_lumo_gap_ev=8.50 energy_ev=-90524.543 e_homo_ev=-7.9
N -0.6400 2.0830 3.3210
H -3.6955 -0.4917 0.2537
C 3.1825 -4.0147 1.2443
C -5.7928 -2.6447 2.2644
H 1.8533 3.0112 3.1356
H 0.8318 1.7920 -5.4792
H -4.3850 -5.1397 -1.4763
H -3.9987 -3.4889 3.3678
C -7.1825 -2.1634 2.7856
H 4.9312 -2.6541 6.2031
F 5.1024 1.9967 3.0390
C -5.2338 -4.7755 -0.8975
H 2.7737 0.2950 -1.3345
O 2.6061 -5.5727 -0.5659
C 4.0781 -2.8784 5.5628
H -1.4494 0.2808 6.0534
H -6.9326 -5.2470 0.8922
O 2.9133 4.2725 -4.6697
H -0.0687 3.8903 5.2307
H 1.5066 -0.9601 -3.1682
C 0.4409 -6.3216 -1.4491
H -5.0838 -2.1991 -1.0391
H -0.2931 5.3761 -6.8228
H 0.6802 -1.8657 1.6432
C 1.5121 3.2667 -0.8343
H -7.1296 -1.4520 3.6097
O 4.0536 -0.4696 5.0322
O -6.5015 -4.8854 1.6700
C -4.9611 -3.0073 3.5408
H -0.2415 -6.2464 -0.6025
F -0.2895 -2.7547 -2.6640
H 0.0658 6.7276 -1.8575
H 1.8218 2.2949 -9.4860
C 5.4783 1.0610 3.9035
H 0.6556 2.4234 -8.1189
H -4.7536 -2.1454 4.1750
C 1.8254 4.5782 -6.7935
C 2.3788 4.2965 -1.2203
C 1.9995 -0.4327 -1.1411
C 1.8330 5.5604 -1.4873
H -5.7009 -5.7262 -0.6406
C 0.1681 3.5119 -0.8104
C 0.3368 0.4359 4.8251
H -2.6779 3.5660 4.2521
C -2.0393 1.6128 3.5079
H -5.9743 -4.2645 -1.5127
H -1.1335 -1.3081 5.3592
C -5.1746 -1.3188 1.6171
H -1.4246 4.8730 -1.3915
H 2.0056 0.4966 -5.1255
C -2.7882 2.5060 4.4810
H -5.4996 -3.7506 4.1287
H 4.5406 2.2715 -4.7010
H -3.3921 -2.6757 -1.0012
C 3.2016 -1.6180 5.2219
H 1.2130 3.0462 6.0928
H 3.5437 1.4770 -7.9572
H 4.1883 0.6887 -5.6416
C 0.7865 -1.6138 0.5984
H -3.0610 -0.2384 4.2398
H 0.9141 0.3789 5.7479
C -0.3679 4.7446 -1.2089
H 1.8874 2.2617 -0.7093
H -7.8154 -2.9828 3.1264
C 0.3797 -2.0928 -1.7495
C 1.6905 2.5536 -8.4353
O -0.5229 3.1954 2.5066
H -7.7583 -1.7020 1.9834
H -0.5875 -3.0579 -0.0189
C -2.0634 0.0943 3.9531
H 4.3811 -3.1687 4.5568
O 1.5612 -5.7466 1.4635
F 3.3823 -3.1236 0.2678
H -2.8139 2.5307 1.6128
C 0.3502 4.6086 -6.3924
H -2.9481 -5.0113 0.1608
H -0.5446 2.5486 6.1416
C -2.6986 1.5556 2.0860
C 1.9701 4.0684 -8.1793
H -4.8519 -0.6501 2.4151
H 2.0585 4.0912 -4.2721
H 2.1314 0.7573 -7.5721
C 1.9022 -6.6683 -1.0871
H 1.4054 4.5968 -8.9474
O 4.3316 -0.7846 2.7785
H -5.9601 -0.8393 1.0330
N 2.7051 3.7263 -5.8895
F 5.6120 1.5462 5.1177
C 0.1190 -2.3350 -0.3993
H 3.5046 6.0262 -6.9875
C 1.8269 1.5713 -5.0930
H -2.0826 1.0289 1.3570
H 1.9479 6.5576 -7.6105
H -0.3614 2.9155 1.6026
H 2.4975 6.3845 -1.7014
H -0.0813 3.6155 -6.5183
H 0.9542 -0.2236 4.2152
C 2.3503 -5.1563 0.7372
C 0.2873 2.9060 5.5347
C 2.4326 6.0278 -6.7904
H -2.4204 2.2490 5.4743
C -1.0968 -0.2369 5.1612
H -3.7198 1.1766 2.1258
H 0.0899 -7.0853 -2.1431
H 1.9758 1.3016 2.9059
H 3.4431 4.1507 -1.3310
H 1.9707 -7.5960 -0.5189
H -2.9618 -1.5842 1.0713
F 6.7152 0.5904 3.5161
C 4.1633 1.7774 -5.5963
H 3.5148 -3.7129 5.9802
H -3.0157 -3.9479 1.6131
H 2.6351 2.0924 4.3707
F 2.6240 -3.3959 2.3061
C 0.4509 5.7739 -1.5282
N -5.9219 -3.6716 1.2183
H 1.9419 2.1373 -4.1686
C 1.8024 2.0614 3.6680
H 0.4467 -5.3707 -1.9820
H 2.3068 6.5447 -5.8391
H 0.2783 4.7193 -5.3105
C 1.3221 -1.1058 -2.1141
C 2.5936 1.7412 -7.4927
H -3.8627 2.3515 4.5792
H 2.2521 -0.0136 0.8920
H -1.8215 -0.5655 3.1198
C -4.7659 -3.8859 0.3036
C -4.2931 -2.5833 -0.3947
F 4.3866 -4.3469 1.6358
C 0.4117 1.9444 4.3291
H -3.7865 -5.5440 1.4098
H 2.6085 -1.8395 4.3346
H 4.9172 2.0363 -6.3398
C -3.9574 -1.4765 0.6408
C 2.7978 2.2748 -6.0183
C 4.5197 -0.1921 3.7969
H 2.4253 -6.9713 -1.9941
C -3.5850 -4.5837 0.9351
C 1.6820 -0.6221 0.2057
H 3.0018 4.2017 -8.5046
H 2.4360 -1.4162 5.9711
F -0.6399 2.5075 -0.4868

=====

12
Properties=species:S:1:pos:R:3 method="wB97M-V/def2-TZVPD" smiles="N#C[C@](F)(C=O)CO" fmax_ev_per_a=5.8 homo_lumo_gap_ev=10.75 energy_ev=-12511.763 e_homo_ev=-10.5
O 0.9317 0.0354 -1.9178
C -1.4350 -0.0487 0.4725
F 0.7603 -0.9184 1.0517
H 0.6799 -1.9471 -1.0034
H -1.5535 -0.2884 1.5891
H -2.7484 -1.1932 -0.5921
N 1.0697 2.3233 1.1807
C 0.1257 -0.0504 0.2329
C 0.6069 -0.7932 -1.0677
H -1.9121 0.9670 0.1196
C 0.4620 1.4514 0.6130
O -1.8510 -1.1466 -0.5006

=====

64
Properties=species:S:1:pos:R:3 method="wB97M-V/def2-TZVPD" fmax_ev_per_a=14.4 homo_lumo_gap_ev=8.40 energy_ev=-217442.498 e_homo_ev=-8.5
C 1.2723 -1.3370 4.5206
H 0.6615 -2.0896 2.5078
C 2.1047 -0.8450 -2.7164
C -1.7990 0.4179 -4.2957
H -2.5220 -0.8939 4.1311
C -1.5018 0.8050 -2.8623
H -1.1956 -1.9911 -0.8377
H 0.8562 3.1643 2.5913
H -0.7046 0.6786 4.7185
C 1.5229 3.2459 -3.5430
H -3.4796 0.4877 3.5489
H -2.4425 1.0201 -2.3554
H -0.9280 0.8813 3.0130
Cl -3.5012 -1.9486 -0.2709
C 1.7800 1.4313 1.8336
Cl -3.2985 0.3029 5.9465
H -0.9520 1.7392 -2.7483
Cl -1.2821 -1.3973 3.4418
Cl 2.0856 0.7631 3.4263
Cl 2.1787 2.9246 -5.2182
H 0.7919 -0.8806 -0.7071
H 0.6586 -0.2924 2.6776
H -0.0343 1.5067 -0.4206
Cl -0.2605 0.4021 -5.1554
H 2.2450 3.8653 -3.0109
Cl 1.1130 0.0678 5.5034
H 1.3497 -0.0702 -2.5830
C 2.0631 -1.9003 -1.5895
C 1.2636 1.8313 -2.8665
C 0.4950 -1.2466 3.1784
H 2.3271 -1.5602 4.3605
Cl -0.5362 -0.4074 -1.9686
H 1.1885 -0.3898 1.0425
C 0.4347 -0.5935 0.2819
Cl 1.9527 -1.5045 -4.3137
Cl -1.7662 2.7621 4.0663
H 2.4019 -1.5356 -0.6198
H -2.5264 -3.0924 -2.6269
C -2.7136 0.1717 4.2570
C -1.9934 -3.6263 -1.8401
H 2.7543 -2.6937 -1.8742
H -1.4634 -3.2911 0.2676
Cl -1.1865 1.1114 1.6861
H 2.5501 3.4657 2.1712
Cl 0.1582 2.2571 -1.4478
H 2.2120 1.3988 -2.5475
H -1.3426 0.3404 -0.5930
H 0.5152 3.6361 -3.6856
H 0.8605 1.1257 -3.5930
H -1.0532 -4.0013 -2.2444
Cl 1.2212 3.6254 0.2282
H 0.8570 0.9851 1.4631
C -1.4174 1.0348 3.9747
Cl -0.5261 -1.9544 0.9179
C -0.5088 0.6409 0.0415
C -1.9086 -2.7753 -0.5832
H -2.4266 1.1612 -4.7873
Cl 0.4322 -2.6437 -1.4143
Cl -2.9464 -5.1753 -1.5897
H -2.2284 -0.5837 -4.3182
H 3.0425 -0.2914 -2.6702
H 2.5621 1.0287 1.1899
C 1.6413 2.9463 1.8673
H 0.8923 -2.2142 5.0441

=====

59
Properties=species:S:1:pos:R:3 method="wB97M-V/def2-TZVPD" s2=0.80 multiplicity=2 charge=-2 fmax_ev_per_a=0.5 homo_lumo_gap_ev="5.59 / 5.68" energy_ev=-140914.581 e_homo_ev="-1.2 / -1.3"
H 1.8265 -2.1772 -1.5260
Fe 0.3726 0.0379 0.1732
S 3.8506 -3.1536 1.0020
C 5.3859 -2.2995 0.8539
O 6.4716 -2.8363 0.9281
H -1.6842 -1.5119 0.6389
H -3.2089 0.0935 7.1937
C -1.4560 -0.7280 -0.0759
C 3.3836 -0.5710 0.6052
H 1.0482 -1.2529 -7.9617
C 0.0608 1.8234 -1.9212
C -0.1768 2.9607 -2.7074
C 1.6779 -1.3550 -2.2128
H 0.1365 -3.4963 -7.3535
H -2.4479 -2.9997 3.5973
N -1.8647 0.6791 4.2688
H -3.4165 -1.9500 5.6678
C -2.8351 -1.3769 4.9576
N 0.7433 1.9656 -6.1171
H -3.2734 -3.6865 -4.3671
O -1.5575 -3.9766 -5.5168
C -3.1293 0.7342 6.3138
S 1.0640 -2.0113 0.9115
N 0.9935 -0.3371 -1.7526
O -0.2413 1.7186 -0.6871
C -0.0814 -0.2147 -6.4843
H -4.1276 1.1134 6.0811
H -1.7432 -3.6481 -3.4640
C -0.2007 -2.6002 -6.8480
C -2.2987 -1.9436 3.8138
C 0.1480 2.9589 -4.0595
H -1.4318 0.5369 -4.9809
H -2.1920 0.0705 -0.0158
S -0.4328 1.0126 2.1155
C -1.0783 -0.3325 -5.5201
C -1.6075 -1.5688 -5.1935
C 1.8984 -0.3324 -4.3708
H 2.7969 -2.1973 -3.8468
S 2.5493 0.9451 0.4519
C 1.0936 0.7380 -3.9209
C -1.3714 0.0370 3.1739
N -1.5848 -1.2731 2.9297
C 0.3073 -1.3556 -7.1773
C 0.6830 1.8613 -4.7099
H 2.2905 -0.3245 -5.3792
H -0.0791 3.8237 -4.6747
H -2.3425 -1.6203 -4.4050
C -1.1405 -2.7156 -5.8303
C -2.5775 -0.0185 5.1320
C 2.7880 -1.7628 0.8074
C -2.2715 -4.1188 -4.2955
N 0.5047 1.0251 -6.9033
H -0.6237 3.8265 -2.2374
C 2.1850 -1.3652 -3.5246
H -2.3553 -5.1888 -4.1197
Cl -1.8396 -1.5192 -1.7163
H -2.4896 1.5867 6.5336
C 0.7289 0.7138 -2.5677
S 5.1457 -0.5784 0.5751